Computed, not measured: 2 unconnected molecules or ions with the total composition C4H10NO3, with ωB97M-V with the def2-TZVPD basis set.

## Properties
E_LUMO = 3.93 eV
electronic energy = -438.87217 a.u.
total charge = -1
relative energy (zero: lowest compared OMol25 entry of this formula, charge and spin) = 296.9 kJ/mol

The geometry in XYZ format:
```
18
Properties=species:S:1:pos:R:3:mulliken_charge:R:1
C -0.87364 -1.45325 0.19186 0.089
N -0.52451 -0.39367 -0.56172 -0.721
C -1.26436 1.37767 1.25702 -1.291
C -0.54106 0.93013 -0.13037 0.518
C 0.88521 1.69773 -0.08081 -0.459
O 1.94810 0.89453 -0.45891 -0.561
O -1.46130 -1.37029 1.27871 -0.706
H -0.63247 -2.44758 -0.21413 0.197
H 1.56318 0.16972 -1.02814 0.305
H -0.56368 1.26573 2.05597 0.426
H -2.12724 0.53670 1.39649 0.257
H -1.83255 2.27339 1.09631 0.392
H -1.16176 1.50010 -0.89815 0.125
H 1.08158 2.09807 0.96929 0.245
H 0.91535 2.49536 -0.83589 0.198
H 1.66257 -2.44606 -1.05976 0.367
H 1.06036 -3.79957 -1.57851 0.311
O 1.86623 -3.32871 -1.39924 -0.692
```